# 1
A molecular structure, C58H63N10O4PSSbY at a distorted geometry. Source: the Open Molecules 2025 dataset; level of theory: ωB97M-V with the def2-TZVPD basis set.

Total energy = -111967.9310 eV
Gap between HOMO and LUMO = 6.59 eV
Molecular weight = 1237.91 g/mol

Element x y z (Å)
Sb -1.135 -1.746 -1.709
Y 0.547 0.362 0.537
S 0.245 -2.228 3.174
P 0.784 0.905 4.057
O -0.398 2.351 1.817
O -1.538 -0.058 0.673
O -0.013 -1.916 1.738
O 1.368 0.343 2.789
N 5.990 -2.375 -1.438
N 3.349 -5.351 0.736
N 4.259 5.337 -0.512
N -1.735 1.900 -0.549
N 4.469 6.363 -2.641
N 2.841 2.065 1.131
N 2.273 0.490 -1.650
N -0.389 1.938 -0.918
N 4.270 0.446 -2.573
N 2.269 -1.128 0.520
C -4.338 -2.023 -3.336
C -6.475 0.856 0.468
C -1.656 0.683 -3.395
C -3.911 -4.680 1.141
C 1.514 0.018 5.476
C 1.510 -4.436 4.079
C 1.795 -3.214 3.226
C 3.914 7.466 -2.147
C -0.320 4.044 0.175
C 0.132 3.147 -0.824
C -0.986 -3.080 -3.482
C -1.829 -4.198 -0.002
C -1.171 4.515 2.468
C 4.797 2.069 2.509
C -4.437 -3.473 0.715
C 3.468 1.039 -1.663
C 0.125 -3.054 -5.657
C -0.426 -4.597 -0.375
C -3.701 0.907 0.238
C 3.626 4.113 2.116
C -3.436 1.307 -4.869
C 4.604 5.355 -1.790
C 3.899 -2.982 -0.081
C 2.741 3.372 1.333
C 3.362 6.529 1.419
C -3.575 -0.752 -3.591
C 3.394 5.553 2.332
C 0.138 -4.922 3.620
C -2.437 -5.135 -2.891
C -2.346 -0.462 -2.997
C 3.873 1.432 1.702
C -5.684 0.345 1.489
C 3.512 7.562 -0.827
C -0.366 -4.321 -5.931
C -0.766 -3.697 3.630
C 4.663 3.432 2.733
C -3.673 -2.638 -0.091
C 3.616 -4.297 0.346
C -4.303 0.361 1.367
C -1.513 -4.343 -3.782
C 1.119 3.574 -1.868
C 3.708 6.449 -0.009
C 3.552 -0.551 -3.175
C -4.497 1.426 -0.781
C -1.019 0.776 4.226
C -2.384 -2.995 -0.461
C -2.192 1.568 -4.316
C -0.616 3.554 1.440
C 1.304 2.606 4.390
C -5.878 1.391 -0.666
C 3.024 -1.966 0.244
C -2.220 0.916 0.117
C -1.183 -4.938 -5.004
C 5.055 -2.671 -0.829
C -2.615 -5.033 0.783
C -4.108 0.150 -4.512
C 2.323 -0.509 -2.598
C -0.190 -2.458 -4.450
H -1.151 -3.487 4.630
H 1.953 4.139 -1.450
H -3.671 -0.065 2.137
H 0.587 4.225 -2.569
H 2.379 2.594 4.579
H -5.442 -3.180 0.992
H -6.493 1.782 -1.467
H 1.480 -4.165 5.139
H -0.517 4.604 3.338
H 3.092 7.526 1.747
H 0.283 -3.890 0.064
H -0.286 -4.574 -1.459
H 1.996 -3.491 2.192
H -3.159 -5.682 -3.499
H 1.063 -0.964 5.594
H -3.875 1.991 -5.584
H -1.592 -5.918 -5.226
H -3.921 -2.577 -2.501
H 3.195 5.826 3.365
H 0.777 3.005 5.258
H -5.389 -1.814 -3.131
H -0.126 -4.817 -6.864
H -1.472 1.706 3.890
H 3.953 0.372 1.493
H 2.577 -0.103 5.259
H 5.613 1.512 2.948
H 0.747 -2.534 -6.376
H -4.095 -1.702 -0.432
H 5.049 4.446 -2.183
H 5.370 3.965 3.359
H 1.493 2.714 -2.417
H 2.278 -5.198 3.942
H -1.363 -0.021 3.569
H 5.249 0.623 -2.714
H 3.063 8.468 -0.442
H -1.595 -3.744 2.927
H -1.321 5.502 2.036
H -2.134 4.134 2.813
H -0.184 -5.601 -0.027
H -6.143 -0.065 2.380
H 1.912 3.877 0.857
H -5.066 -0.077 -4.968
H -0.295 5.113 0.003
H -4.288 -2.664 -4.220
H -7.554 0.829 0.555
H -1.638 2.455 -4.599
H 3.802 8.291 -2.840
H -4.506 -5.352 1.748
H -4.017 1.834 -1.661
H 0.175 -1.452 -4.270
H 0.218 -5.317 2.606
H -1.286 0.567 5.262
H -0.689 0.907 -2.965
H -1.880 -5.871 -2.305
H -0.256 -5.710 4.263
H 3.781 1.865 -1.049
H 1.483 -1.149 -2.793
H 3.967 -1.200 -3.924
H 1.400 0.587 6.399
H -2.984 -4.507 -2.198
H 2.597 -2.577 3.595
H 1.098 3.209 3.514
H -2.212 -5.985 1.115

Results of the Löwdin charge analysis, in e, for atoms 1 through 4:
1. Sb 1.627
2. Y 1.435
3. S 0.942
4. P 0.611

***

# 2
A molecular structure, C58H65AsMnN2OPSb2. Source: the Open Molecules 2025 dataset; level of theory: ωB97M-V with the def2-TZVPD basis set.

Multiplicity = 6
Expectation value of S² = 8.7564
Relative energy (zero: lowest compared OMol25 entry of this formula, charge and spin) = 3.6 kcal per mole
Net charge = +1
Total energy = -180747.8965 eV
Gap between HOMO and LUMO (alpha / beta) = 7.86 / 7.79 eV
Molecular weight = 1210.53 g/mol

Element x y z (Å)
Sb 1.971 -0.005 2.560
Sb -1.106 2.042 2.536
As -2.005 2.498 -2.403
Mn -0.423 0.008 -0.392
P -1.254 -1.945 0.957
O -1.543 1.694 -1.005
N -0.849 -0.924 -2.297
N 1.538 0.205 -1.334
C 0.242 3.439 3.534
C -1.274 -1.774 -4.360
C -1.760 -1.537 -3.064
C 1.749 4.305 -0.269
C 0.704 2.735 7.230
C -0.221 4.531 -5.535
C -5.066 -0.017 -3.675
C 1.870 1.982 7.242
C -2.450 5.302 -1.916
C -5.031 4.968 -0.933
C 5.279 1.718 -0.057
C -2.426 -1.620 2.323
C -4.789 -0.213 -5.024
C 1.264 -3.097 1.059
C -0.041 -3.166 1.547
C -3.122 -1.727 4.631
C -4.226 0.770 -2.907
C -4.658 -0.942 2.961
C 0.683 2.899 -3.473
C -2.276 -3.024 -0.113
C 2.200 -4.064 1.404
C 1.839 -5.099 2.251
C -3.029 4.036 -1.887
C 2.874 1.981 -0.251
C 0.535 -5.189 2.724
C -0.663 3.205 -3.574
C 0.836 2.909 4.807
C -3.682 -1.106 1.990
C 0.206 3.193 6.021
C -3.114 1.379 -3.490
C 5.189 0.495 -0.694
C 2.512 1.704 6.047
C 2.014 2.147 4.819
C 1.670 2.824 0.117
C 2.801 0.750 -0.924
C 0.024 -1.272 -4.383
C -4.318 3.870 -1.387
C 0.260 -0.756 -3.102
C 4.119 2.435 0.178
C -2.817 1.155 -4.829
C -0.406 -4.238 2.361
C 1.383 -0.985 4.376
C 2.751 1.780 3.564
C -1.121 4.024 -4.610
C -2.389 3.570 1.789
C -4.384 -1.273 4.283
C 1.581 3.406 -4.402
C 3.892 -0.951 2.418
C -4.457 6.231 -0.970
C -2.318 1.727 4.269
C -2.143 -1.892 3.658
C 1.130 4.218 -5.431
C 3.966 -0.017 -1.116
C 3.971 -1.432 -1.668
C 1.430 -0.175 -2.576
C -3.662 0.360 -5.594
C -3.168 6.399 -1.457
C 4.691 -1.572 -3.012
H -3.907 -0.840 0.961
H 2.284 1.624 8.176
H 1.543 -2.297 0.382
H -2.625 -3.873 0.472
H 4.705 -2.614 -3.336
H 0.757 2.405 -0.293
H 1.576 4.459 -1.332
H -1.758 1.199 5.042
H 4.175 3.379 0.710
H 1.568 2.771 1.202
H 0.247 -6.008 3.369
H -2.744 -1.777 -2.686
H 2.775 2.593 2.838
H 3.436 1.136 6.057
H -3.195 1.145 3.995
H 1.040 2.304 -2.652
H -0.390 4.306 3.733
H -1.441 5.438 -2.280
H -1.807 -2.257 -5.166
H 0.729 -1.286 -5.204
H -5.936 -0.477 -3.225
H -4.425 0.888 -1.851
H 1.008 3.736 2.820
H 1.270 -2.053 4.186
H 0.436 -0.574 4.735
H -5.150 -1.163 5.040
H -1.424 -4.333 2.720
H -2.721 7.384 -1.483
H -1.936 1.587 -5.283
H 3.207 -4.011 1.009
H 2.142 -0.825 5.141
H -1.163 -2.255 3.945
H 0.197 2.979 8.155
H -2.892 -1.957 5.664
H -0.573 5.170 -6.334
H 0.993 4.876 0.277
H -5.015 7.089 -0.618
H -0.689 3.808 6.013
H 6.082 -0.105 -0.834
H 4.485 -2.063 -0.939
H -3.133 -2.480 -0.504
H -5.634 -0.562 2.687
H 3.787 -1.980 2.072
H 4.364 -0.948 3.401
H -3.431 0.183 -6.636
H -1.899 4.144 1.002
H -2.684 4.229 2.607
H -2.175 4.257 -4.706
H 4.512 -0.401 1.709
H -1.671 -3.369 -0.950
H -3.273 3.092 1.365
H 4.207 -0.985 -3.796
H 2.634 3.170 -4.311
H 3.782 1.510 3.796
H 5.723 -1.228 -2.940
H -4.769 2.891 -1.343
H 2.265 -0.024 -3.261
H 2.959 -1.825 -1.749
H 2.723 4.734 -0.031
H 6.237 2.096 0.275
H -6.032 4.838 -0.544
H -2.626 2.702 4.651
H 1.833 4.618 -6.152
H -5.447 -0.827 -5.626
H 2.569 -5.848 2.532

Results of the Löwdin charge analysis, in e, for atoms 1 through 4:
1. Sb 1.308
2. Sb 1.308
3. As 1.260
4. Mn 0.658

***

# 3
2 unconnected molecules or ions with the total composition C58H67N4O4 at a distorted geometry. Source: the Open Molecules 2025 dataset; level of theory: ωB97M-V with the def2-TZVPD basis set.

Relative energy (zero: lowest compared OMol25 entry of this formula, charge and spin) = 0.0 kcal per mole
Net charge = +1
Total energy = -75371.8539 eV
Gap between HOMO and LUMO = 4.23 eV
Molecular weight = 884.20 g/mol

Element x y z (Å)
O -4.188 0.340 0.150
O 5.126 -4.247 7.723
O 4.503 -2.536 8.969
O 4.727 0.732 1.003
N -2.201 -4.413 5.460
N -0.876 -4.487 7.246
N -2.943 -4.975 6.488
N 4.483 -3.182 7.899
C -4.005 -6.013 8.766
C 1.181 -5.306 8.416
C 1.266 -2.956 5.490
C -0.947 -4.057 5.907
C 2.265 -3.946 10.111
C -2.869 -1.499 0.778
C 1.844 0.017 3.104
C -1.806 -7.814 2.468
C -1.978 -2.027 8.276
C -0.080 -3.344 5.099
C 3.876 -1.343 1.762
C -2.626 -6.118 11.195
C 2.726 -2.008 2.097
C 1.614 -1.301 2.637
C 0.175 -4.303 8.247
C -0.841 -1.243 2.112
C 2.251 -5.050 9.276
C 1.213 -6.697 7.712
C -0.205 -0.683 9.321
C 2.409 -3.649 4.996
C 2.668 -1.765 7.075
C 1.423 -6.464 6.225
C -3.936 -6.603 11.118
C 3.888 0.074 1.847
C -1.677 -7.221 4.829
C -4.619 -6.551 9.894
C -4.936 -2.690 5.914
C -2.783 -4.408 4.117
C -4.331 1.753 -0.070
C -2.894 -1.419 5.055
C -1.521 -6.644 3.426
C -2.204 0.723 1.553
C -1.125 0.151 2.207
C -2.473 -5.434 3.181
C 3.652 -2.752 6.824
C -2.161 -4.998 7.552
C 1.477 -1.860 6.376
C -1.986 -5.604 10.063
C 1.199 -3.073 10.085
C -3.779 -3.437 3.795
C -4.141 -2.215 4.690
C -3.085 -0.104 0.814
C -0.052 -7.501 8.013
C -1.771 -2.044 1.391
C -0.892 -2.063 9.328
C -2.675 -5.517 8.824
C 2.941 0.733 2.672
C -5.052 -1.207 3.978
C 0.164 -3.198 9.143
C -3.023 -5.345 1.900
C 0.324 -1.921 2.614
C -1.568 -2.237 10.698
C 4.327 1.974 0.390
C 2.386 -7.580 8.177
C 3.616 -3.552 5.664
C -4.494 -3.597 2.612
C -0.094 -6.164 3.171
C -4.086 -4.498 1.638
H -3.071 -0.790 5.937
H 0.028 -5.874 2.119
H -1.300 -6.533 5.585
H 2.307 -4.300 4.121
H -4.603 -4.545 0.678
H 0.660 -1.142 6.503
H -2.531 -1.077 8.346
H -5.365 -2.976 2.405
H -5.181 1.838 -0.748
H -1.540 -7.582 1.430
H 4.599 2.799 1.056
H 3.355 -7.146 7.902
H -0.842 -2.194 11.518
H 3.082 -3.809 10.815
H -5.891 -3.123 5.586
H -0.957 -7.009 7.653
H 4.719 -1.853 1.299
H -3.608 -2.103 0.253
H -2.674 -5.997 1.097
H 0.123 -5.277 3.779
H 0.644 -6.942 3.405
H -0.947 -5.272 10.138
H -4.590 -0.813 3.065
H 1.198 -2.255 10.805
H 3.258 2.021 0.143
H -6.030 -1.632 3.727
H 4.922 2.020 -0.522
H -4.414 -3.463 6.478
H 2.620 -3.078 1.894
H 1.263 -7.383 5.644
H -5.233 -0.349 4.641
H -5.146 -1.848 6.589
H -2.585 -0.780 4.216
H 0.343 -2.994 2.391
H 2.359 -7.757 9.258
H -4.520 -5.967 7.803
H 2.847 -1.023 7.854
H 0.752 -5.683 5.857
H -1.550 -2.093 7.272
H -4.418 -7.018 12.006
H -2.090 -6.140 12.147
H 2.321 -8.561 7.689
H 3.049 1.799 2.893
H -0.951 0.093 9.545
H 4.515 -4.095 5.379
H -4.542 2.249 0.885
H -2.710 -2.832 8.411
H -0.476 0.809 2.774
H 1.128 0.471 3.789
H 0.238 -0.469 8.342
H -5.635 -6.931 9.816
H 2.448 -6.108 6.054
H -0.554 -3.027 4.178
H 3.093 -5.739 9.344
H 0.587 -0.603 10.072
H -2.094 -3.199 10.752
H -2.387 1.801 1.611
H -2.860 -8.116 2.507
H -1.099 -8.153 4.936
H -1.588 -3.116 1.291
H -3.425 2.168 -0.536
H -2.301 -1.434 10.849
H -0.159 -7.640 9.098
H -2.049 -2.072 5.257
H -2.729 -7.441 5.059
H 0.002 -8.493 7.542
H -1.203 -8.686 2.759

Results of the Löwdin charge analysis, in e, for atoms 1 through 4:
1. O -0.059
2. O 0.048
3. O 0.053
4. O -0.064

***

Question: Among the records above, which one has the highest total energy?
Answer: C58H67N4O4